8 unconnected molecules or ions with the total composition C35H91N7O15 at a distorted geometry. Source: the Open Molecules 2025 dataset; level of theory: the ωB97M-V functional and the def2-TZVPD basis.

```
148
Properties=species:S:1:pos:R:3:forces:R:3:lowdin_charge:R:1
O -5.0537 -24.2114 -4.2548 0.3 0.6 -1.0 -0.2194
O -11.2701 -23.0882 -5.6313 0.2 0.3 -0.8 -0.1780
O -8.9139 -24.1623 -0.5547 0.0 -0.9 -0.5 -0.0831
O -4.9428 -17.3012 -5.2651 0.3 -0.9 -0.3 -0.2240
O 4.3329 -20.7066 -2.7704 -0.7 1.0 -1.0 -0.1954
O -12.3864 -28.9693 -7.6778 -0.2 0.2 -0.2 -0.2038
O -8.4286 -11.7648 -5.7271 0.3 0.7 0.2 -0.1679
O -7.9344 -21.7236 -1.1317 0.2 0.5 -0.6 -0.1250
O -6.7312 -19.6754 -2.9755 0.7 0.2 0.7 -0.0939
O -7.3259 -19.2938 0.5210 0.6 -0.1 -1.2 -0.2123
O -2.1552 -28.7887 -6.1523 -0.3 0.3 0.0 -0.1994
O -5.0307 -16.4529 -1.2100 0.0 -1.2 -0.4 0.0103
O -8.7992 -25.9722 2.6437 -0.6 0.1 -0.1 -0.0693
O -1.6708 -20.1289 -2.5216 -0.7 -1.1 1.5 -0.2022
O -12.9203 -19.9755 -1.1583 -0.2 0.1 -0.8 -0.1960
N -3.2754 -17.7701 -0.6700 0.1 0.4 0.8 0.1608
N -2.4885 -26.8977 -4.1282 0.0 0.0 0.5 -0.0589
N -7.1077 -14.3988 -4.7088 0.0 0.9 1.8 -0.0599
N -9.3181 -19.2685 -1.4889 -1.2 0.1 -0.8 -0.0623
N 1.2453 -21.2970 -2.9269 0.0 0.3 -0.3 -0.0483
N -12.6928 -25.7922 -5.7581 0.8 0.6 -0.9 -0.0588
N -4.1499 -17.9415 -2.7343 -0.8 -0.1 -0.6 0.1916
C -4.2318 -17.3373 -1.5400 0.1 1.2 0.6 -0.6745
C 3.5967 -21.5165 -1.9080 1.0 -1.0 0.8 -0.2615
C -9.1729 -18.0805 -0.6006 0.7 -0.9 -0.5 -0.1567
C -11.5526 -20.0175 -0.7608 -1.1 -0.4 -0.3 -0.2032
C -6.3499 -21.0486 -2.8808 -1.2 -0.2 -1.4 -0.2057
C -10.7892 -21.8161 -5.2352 -0.5 -0.6 1.6 -0.0963
C -3.7438 -24.7442 -4.0065 -1.3 0.1 0.4 -0.2015
C 5.5865 -20.2478 -2.3182 -0.2 -0.8 0.1 -0.0993
C -13.2108 -24.4407 -6.0895 -0.5 -1.4 0.3 -0.2079
C -3.8044 -26.2658 -4.2324 0.4 0.1 0.7 -0.1944
C -8.4697 -25.6975 1.2876 2.0 -0.5 -0.1 -0.2596
C -9.6510 -11.0638 -5.8422 -0.3 -0.6 -1.2 -0.1151
C 0.4830 -20.9730 -1.7029 2.1 0.8 -0.3 -0.2063
C -12.5656 -23.3982 -5.1924 -1.3 0.2 0.3 -0.2406
C -2.5453 -29.4991 -7.3242 1.5 -0.3 0.2 -0.1031
C -9.0367 -24.3832 0.8302 -0.9 1.3 0.0 -0.2672
C -13.3969 -29.9462 -7.9028 0.5 0.4 0.4 -0.1087
C -12.9276 -26.6950 -6.8862 1.0 0.3 -0.8 -0.2375
C -0.4721 -19.7998 -1.8154 -0.3 -0.4 -1.3 -0.2163
C -5.0723 -18.6783 -5.6811 -1.1 1.1 -1.0 -0.0679
C -1.8704 -27.4259 -6.4514 -0.9 0.1 -0.9 -0.2409
C -2.4379 -21.0656 -1.7215 0.0 0.6 0.2 -0.0855
C -5.8952 -15.1046 -4.9660 0.6 -1.5 -1.9 -0.2130
C -7.7622 -18.0482 0.0006 -0.1 -0.1 0.4 -0.1901
C -10.7442 -19.4075 -1.9053 0.2 -0.3 1.3 -0.1605
C -7.5921 -21.8611 -2.5259 1.5 0.2 1.8 -0.1885
C 2.3876 -22.1338 -2.5917 0.2 -0.8 0.4 -0.2204
C -8.1709 -12.1279 -4.4026 0.3 -1.4 1.2 -0.2661
C -13.7047 -21.0568 -0.7320 -0.8 0.6 1.7 -0.1273
C -12.5870 -28.1190 -6.5499 -1.4 -1.9 0.6 -0.2281
C -6.1518 -16.6200 -5.2052 -1.5 1.7 1.0 -0.2555
C -1.5615 -26.6234 -5.2127 0.3 -0.7 0.2 -0.2085
C -6.9504 -13.0318 -4.2169 -0.5 0.2 -0.3 -0.2067
C -5.3443 -24.0478 -5.6406 -0.3 -0.4 0.5 -0.1018
C -8.0320 -19.8372 1.5891 -1.0 0.2 -0.2 -0.1136
H -5.8294 -19.2452 -5.1381 0.2 0.2 0.6 0.0651
H -6.7601 -16.8950 -4.3292 0.1 -0.5 0.0 0.1178
H -3.2311 -18.1980 -3.0548 -0.2 -0.4 -0.2 0.1052
H -1.7903 -29.2868 -8.0872 -0.1 -0.1 -0.3 0.0824
H -8.4322 -21.4881 -3.1087 0.0 -0.6 -0.5 0.1066
H -5.1213 -15.1328 -4.1968 -0.5 0.8 0.5 0.1229
H 5.9397 -19.4708 -2.9907 -0.2 0.1 0.0 0.0869
H -9.8997 -18.1903 0.2000 -0.1 0.2 -0.1 0.0994
H -5.4291 -14.7096 -5.8815 0.4 0.0 0.1 0.1205
H -14.2902 -24.5817 -5.9601 0.0 0.8 0.5 0.1173
H -1.8513 -21.6226 -0.9913 0.4 -0.1 -0.4 0.0748
H -7.6787 -17.3370 0.8287 -0.3 0.4 -0.2 0.1263
H -8.6904 -26.5270 0.6070 -0.8 0.2 0.0 0.1208
H -13.4933 -28.4710 -6.0342 0.3 -0.3 0.3 0.1120
H -12.5473 -23.7271 -4.1461 0.2 -0.5 -0.1 0.1272
H -4.8737 -17.7059 -3.4014 0.7 0.2 -0.2 0.0656
H -7.3692 -25.7063 1.2354 0.0 0.5 -0.1 0.1156
H -10.4844 -11.7512 -5.6594 -0.1 0.2 0.7 0.0874
H -1.0133 -27.3718 -7.1331 -0.1 0.0 -0.2 0.1230
H -0.5558 -26.9690 -4.9410 -0.1 0.4 0.5 0.1192
H -2.9493 -21.7840 -2.3556 -0.2 0.2 -0.1 0.0824
H -10.8646 -20.0625 -2.7681 0.4 -0.2 0.1 0.0971
H 2.0560 -22.9336 -1.9204 -0.2 0.1 0.1 0.1183
H -2.6276 -18.4858 -0.9513 -0.3 -0.2 0.3 0.0465
H -2.5881 -27.9068 -4.1544 -0.3 0.0 0.4 0.0975
H -6.0856 -21.3591 -3.9003 0.2 0.0 0.0 0.1060
H -12.8950 -30.7560 -8.4271 -0.3 0.0 -0.4 0.0846
H -6.7905 -12.9809 -3.1362 0.1 -0.6 0.2 0.1141
H -11.3113 -21.0677 -0.5661 0.6 0.0 -0.3 0.1229
H -9.0489 -12.6459 -3.9908 -0.1 -0.1 -0.1 0.1220
H -7.2574 -22.8965 -2.6147 -0.8 -0.2 -0.6 0.1236
H -4.1068 -19.1708 -5.6682 0.1 0.2 0.0 0.0927
H 6.2799 -21.0938 -2.3861 0.3 0.1 0.3 0.0890
H -6.2744 -23.4893 -5.7385 0.1 0.2 0.2 0.0793
H -11.1238 -20.9500 -5.8082 0.1 -0.3 -0.6 0.0933
H -3.6984 -24.4612 -2.9524 0.8 -0.8 0.2 0.1197
H -11.7478 -28.3777 -5.9001 0.1 1.1 0.2 0.1296
H 0.0670 -21.8947 -1.3052 -0.2 0.1 0.0 0.1108
H -8.6574 -23.4842 1.3279 0.6 -0.4 0.5 0.1176
H 3.4041 -21.0495 -0.9308 -0.3 0.4 -0.2 0.1158
H -6.3907 -19.2852 -2.1607 -0.2 0.3 -0.1 0.0623
H -9.8115 -10.8313 -6.8972 0.5 0.3 0.0 0.0850
H -10.0926 -24.3522 1.1293 -0.2 -0.3 -0.3 0.1167
H -13.9617 -26.6090 -7.2292 -0.1 -0.2 0.3 0.1214
H -9.7145 -21.9079 -5.1055 0.1 0.3 -0.5 0.0782
H -6.0810 -12.4951 -4.6145 0.1 -0.2 -0.5 0.1201
H -3.1048 -20.5102 -1.0550 -0.5 0.0 -0.4 0.0755
H 5.5119 -19.8790 -1.2920 0.2 0.1 0.0 0.0876
H -7.9413 -11.3734 -3.6370 -0.4 1.0 -0.8 0.1209
H -12.3260 -26.4571 -7.7793 0.0 0.4 0.1 0.1239
H -4.5367 -23.5237 -6.1548 0.0 0.0 -0.1 0.0890
H -8.4117 -23.3527 -0.7767 -0.4 -0.1 0.7 0.0282
H -8.7692 -26.9242 2.7565 0.0 0.0 0.1 0.0783
H -13.4347 -22.0545 -1.0793 0.4 0.1 -0.2 0.0875
H -5.4750 -21.2312 -2.2572 -0.2 0.1 0.3 0.1182
H -4.4630 -26.5634 -3.4142 0.3 -0.5 0.1 0.1224
H -2.4344 -30.5474 -7.0575 -0.3 -0.1 -0.1 0.0876
H -9.6982 -10.1364 -5.2734 0.0 -0.1 0.3 0.0897
H -13.7885 -30.3724 -6.9743 0.1 0.1 0.2 0.0803
H -8.9396 -19.1052 -2.4195 1.2 0.3 0.6 0.0983
H -1.5217 -25.5543 -5.4209 0.1 -0.1 -0.2 0.1117
H -11.6838 -25.6423 -5.7568 0.0 -0.4 0.4 0.1076
H -9.3678 -17.1798 -1.1856 0.0 0.3 0.3 0.1249
H -8.3014 -20.8066 -1.0343 0.0 -0.4 0.1 0.0524
H -14.2338 -29.4914 -8.4353 0.0 -0.3 -0.3 0.0854
H -14.7634 -20.8700 -0.9237 0.2 0.1 -0.8 0.0846
H -3.5236 -29.3126 -7.7687 -0.2 0.4 0.5 0.0876
H -4.3556 -26.6087 -5.1136 0.1 0.7 -0.4 0.1063
H -0.1268 -18.9963 -2.4715 0.8 0.0 0.5 0.1337
H -8.1379 -19.0713 2.3713 0.3 -0.5 0.4 0.0963
H -13.2509 -22.5436 -5.1177 0.3 0.4 -0.6 0.1206
H -7.8905 -14.5074 -5.3282 0.3 -0.1 -0.5 0.1144
H -5.4912 -18.5897 -6.6883 0.4 -0.5 -0.3 0.0889
H -6.8498 -16.7072 -6.0484 0.5 -0.5 -0.5 0.1243
H -7.5392 -20.7786 1.8290 0.2 0.4 0.6 0.0939
H -13.1345 -24.2433 -7.1662 0.6 0.4 0.1 0.1167
H -2.7751 -27.0355 -6.9365 0.2 0.2 -0.3 0.1182
H -11.1060 -18.4322 -2.2480 -0.5 0.0 0.4 0.1226
H -0.6418 -19.4160 -0.8017 -0.3 0.1 -0.1 0.1186
H -11.1787 -21.6235 -4.2268 0.1 0.1 0.1 0.0640
H 2.7948 -22.6908 -3.4404 -0.3 0.4 -0.4 0.1198
H -2.9178 -24.2106 -4.4868 -0.3 0.0 -0.5 0.1095
H 4.2371 -22.3728 -1.6310 -0.1 -0.1 0.0 0.1236
H 1.2706 -20.6279 -1.0162 -0.5 -0.1 0.7 0.1083
H -5.5337 -25.0268 -6.0865 0.2 0.0 -0.3 0.0762
H 1.6745 -20.4342 -3.2561 -0.4 0.1 -0.2 0.1057
H -3.6076 -17.6718 0.2754 0.7 -0.1 0.2 0.1092
H -7.0316 -17.7449 -0.7479 0.1 0.0 0.0 0.0910
H -13.7477 -21.0285 0.3678 0.5 -0.5 0.1 0.0882
H -11.4476 -19.5251 0.2109 0.1 0.3 -0.1 0.1126
H -9.0637 -20.1324 1.3293 0.1 0.1 -0.2 0.0789
```
Forces are in eV/Å.

Properties
Relative energy (zero: lowest compared OMol25 entry of this formula, charge and spin): 0.900 eV
Highest occupied orbital energy: -8.34 eV
Charge: 0

---

A molecular structure, C14H28AlO4. Source: the Open Molecules 2025 dataset; level of theory: the ωB97M-V functional and the def2-TZVPD basis.

```
47
Properties=species:S:1:pos:R:3:forces:R:3:lowdin_charge:R:1
Al -1.4322 -0.7478 1.9051 -0.1 -0.3 0.2 0.1851
O 3.5796 3.9201 -2.9498 0.1 0.0 0.0 0.1175
O 1.5204 4.5358 -2.3409 0.0 0.0 0.0 0.0195
O -0.6425 -5.0970 0.3209 0.1 -0.1 0.1 0.0244
O -1.0964 -6.5878 1.9320 0.1 0.0 0.1 0.1235
C 2.8668 4.5492 -2.2260 0.0 0.1 0.0 -0.4908
C 0.3104 -0.4296 0.8909 -0.3 0.0 -0.1 -0.2974
C -0.7972 -5.0050 -1.1006 0.0 0.1 -0.1 -0.1510
C -0.8429 -6.4477 -1.5979 0.0 0.0 0.1 -0.1585
C 0.9218 5.4653 -1.4212 0.0 0.0 0.0 -0.1514
C -1.3218 -2.4879 2.9329 0.1 0.2 -0.1 -0.2721
C 1.9630 5.6813 -0.3261 0.1 -0.1 0.0 -0.1474
C -0.1907 1.9041 -0.1367 -0.1 0.1 0.0 -0.4541
C 3.2672 5.4833 -1.0967 -0.2 0.0 0.1 -0.0751
C -1.0688 -6.2955 0.7752 -0.1 0.0 -0.2 -0.4924
C -1.4861 -7.1584 -0.4090 0.1 0.1 -0.1 -0.0824
C 0.3473 2.5503 1.1360 -0.1 0.4 -0.2 -0.0986
C 0.3844 0.5004 -0.3240 0.2 0.0 0.1 -0.2914
C -1.7206 1.9669 -0.1639 0.2 0.1 0.0 -0.1059
H -1.4771 -3.3606 2.2958 0.0 -0.1 -0.1 -0.0456
H -2.7201 -0.8529 0.8952 0.0 0.0 -0.1 -0.1005
H 1.8742 6.6509 0.1599 0.0 0.0 -0.1 0.1127
H 0.0393 -4.4322 -1.4917 0.0 0.0 0.0 0.1257
H 1.0908 -0.1384 1.6020 0.0 0.0 0.2 0.0365
H 0.5988 -1.4315 0.5499 0.1 -0.1 0.0 0.0316
H -2.5762 -7.1470 -0.4612 0.0 0.0 0.0 0.1268
H -0.3536 -2.6273 3.4240 0.1 0.0 0.1 -0.0254
H 1.4249 2.4089 1.2269 0.1 -0.1 0.1 0.0758
H 0.1720 -6.8196 -1.7464 0.0 0.0 0.0 0.1127
H 1.8535 4.9087 0.4346 0.0 0.0 0.0 0.0947
H -0.1513 2.1560 2.0193 0.1 -0.2 0.1 0.0472
H -1.1515 -8.1814 -0.2620 -0.1 0.0 0.1 0.1174
H -1.7182 0.4586 2.9819 0.0 0.2 0.0 -0.0999
H -2.1498 1.7599 0.8143 -0.1 -0.1 0.0 0.0265
H -1.7221 -4.4625 -1.3062 0.0 0.0 0.0 0.1309
H -2.1182 1.2416 -0.8693 -0.1 0.0 0.0 0.0643
H 1.4311 0.6497 -0.6265 0.1 -0.1 -0.1 0.0927
H 3.6233 6.4112 -1.5490 0.0 0.0 0.0 0.1254
H -2.0828 -2.5296 3.7169 -0.1 0.0 0.1 -0.0341
H -2.0471 2.9619 -0.4762 -0.1 0.1 0.0 0.0609
H 4.0721 5.0447 -0.5143 0.1 0.0 0.0 0.1228
H -1.3846 -6.5545 -2.5357 0.0 0.0 0.0 0.1089
H -0.0093 5.0347 -1.0609 0.0 -0.1 0.0 0.1144
H 0.1646 2.5075 -0.9808 0.1 -0.1 -0.1 0.1035
H 0.7041 6.3849 -1.9707 0.0 0.0 0.0 0.1222
H -0.1046 0.0295 -1.1806 -0.1 0.0 -0.1 0.0953
H 0.1564 3.6289 1.1103 -0.1 0.1 0.1 0.0552
```
Forces are in eV/Å.

Properties
Highest occupied orbital energy: -4.50 eV
Charge: -1

---

A gas-phase ion, C26H23F6N2 (charge +1) at a distorted geometry. Source: the Open Molecules 2025 dataset; level of theory: the ωB97M-V functional and the def2-TZVPD basis.

```
57
Properties=species:S:1:pos:R:3:forces:R:3:lowdin_charge:R:1
F -6.0440 2.8325 2.8734 0.7 0.5 -0.7 0.1266
F -4.9852 4.7494 2.9296 0.0 -1.0 -0.7 0.1181
F -5.7919 4.0116 1.0376 0.8 -0.6 0.9 0.1256
F 5.6542 4.1258 1.1240 -1.0 -0.6 0.7 0.1239
F 4.4760 4.7474 2.8545 0.3 -0.7 -0.4 0.1265
F 5.7930 2.9966 2.9855 -0.8 0.3 -0.6 0.1294
N 0.0869 -0.3891 0.3102 -0.3 -1.1 -0.3 0.0119
N -0.0206 -3.4457 -2.7274 0.2 1.7 1.2 -0.0496
C 1.4528 -3.9306 -0.3199 0.3 -0.7 0.4 -0.1243
C 2.4753 0.7150 1.9327 -0.3 0.0 0.2 -0.0203
C 3.7232 2.7928 1.8148 -0.3 -0.6 -0.1 -0.1082
C -1.3403 1.4590 1.6979 -0.1 0.3 -0.5 -0.1375
C 2.5804 3.4079 1.3331 0.1 0.5 -0.3 -0.0014
C -0.0367 0.5270 1.5856 0.0 1.6 0.8 -0.0672
C 0.5165 -4.7648 -2.5163 0.3 -0.9 0.0 -0.1571
C 1.7237 -4.7641 -1.5886 -0.2 0.4 -0.3 -0.1470
C 1.2617 1.3755 1.6503 0.8 -0.1 -0.7 -0.1530
C -3.7976 1.5766 1.4387 0.4 0.3 0.1 0.0132
C -1.3628 -0.9513 -3.1901 -0.4 0.3 -0.6 -0.1245
C -3.8534 2.8764 1.9576 0.3 -0.5 -0.2 -0.1077
C 0.7876 -2.5985 -0.5778 0.1 0.7 0.8 -0.0872
C 3.6841 1.4096 2.0086 0.2 0.0 -0.1 0.0116
C -0.9917 -1.8862 -4.3646 0.3 0.0 0.2 -0.1469
C 4.9134 3.6466 2.1761 1.2 0.8 0.2 -0.5159
C -5.1571 3.6140 2.1860 -1.2 0.6 0.3 -0.5051
C 0.7616 -1.5797 0.3956 0.1 -1.2 0.2 0.0213
C 0.0899 -2.4307 -1.8006 -0.2 -0.8 -0.1 -0.0772
C -0.5377 -1.1721 -1.9435 -0.2 1.0 0.6 -0.0911
C -2.6595 3.4743 2.3116 0.6 -0.7 -0.2 0.0089
C -2.5739 0.8890 1.3746 -0.5 -0.6 -0.3 -0.0460
C -0.8461 -3.3274 -3.9042 -0.5 0.0 -0.7 -0.1574
C 1.3815 2.7212 1.2285 -0.8 -0.2 -0.3 -0.0335
C -0.4881 -0.1985 -0.9144 -0.6 -0.2 -0.8 0.0367
C -1.4211 2.8194 2.1307 0.2 0.1 0.3 -0.0087
H -0.5652 3.4772 2.3538 -0.4 -1.0 0.1 0.1080
H -0.9908 0.7610 -1.0770 0.1 -0.4 0.2 0.1525
H 1.2592 -1.7780 1.3552 -0.4 0.1 -0.5 0.1340
H -0.0904 -0.1211 2.5410 0.2 0.5 -2.0 0.1859
H 2.4675 -0.3769 2.0852 0.2 0.8 0.1 0.1043
H 2.4152 -3.7932 0.1800 -0.2 0.1 0.2 0.1234
H 0.5354 3.2862 0.7959 0.6 -0.7 0.3 0.1172
H -1.7549 -1.8522 -5.1536 0.2 0.2 0.3 0.1261
H -1.8265 -3.7979 -3.7453 0.0 0.2 0.2 0.1401
H 2.6600 4.4443 0.9833 -0.3 -0.4 0.4 0.1418
H -2.4349 -1.1006 -2.9587 0.4 0.1 0.0 0.1361
H -0.0361 -1.5775 -4.8180 -0.3 0.0 0.2 0.1281
H -2.6941 4.4630 2.7345 0.3 0.2 0.0 0.1233
H -0.3804 -3.9337 -4.6924 0.0 0.2 0.1 0.1298
H 2.5793 -4.3632 -2.1506 -0.1 0.0 0.3 0.1268
H -0.2626 -5.4568 -2.1629 0.0 0.3 0.2 0.1404
H 1.9561 -5.8053 -1.3388 0.0 0.3 0.1 0.1252
H -1.2383 0.0772 -3.5440 -0.2 0.0 0.2 0.1244
H 0.8267 -4.5453 0.3577 0.2 0.4 -0.2 0.1378
H -2.5848 -0.1659 1.0548 -0.1 0.6 0.1 0.1219
H 0.7931 -5.1629 -3.5069 0.1 0.2 0.4 0.1319
H -4.7057 1.1198 1.0769 -0.1 -0.3 0.1 0.1254
H 4.6181 0.8726 2.1402 -0.2 0.0 0.4 0.1282
```
Forces are in eV/Å.

Properties
Highest occupied orbital energy: -12.06 eV
Charge: +1

---

Question: The lowest charge belongs to which entry?
Answer: C14H28AlO4

---

Question: Which of these has the highest charge?
Answer: C26H23F6N2

---

Question: What is the charge in the third record?
Answer: +1

---

Question: Which of these has the highest highest occupied orbital energy?
Answer: C14H28AlO4